57
Properties=species:S:1:pos:R:3:lowdin_charge:R:1 method="wB97M-V/def2-TZVPD" homo_lumo_gap_ev=8.45 lumo_energy_ev=-2.2 e_homo_ha=-0.392 smiles="CCCN1CC[NH+](CC(=O)Nc2cc(OCC)ccc2OCC)CC1" charge=+1
C -4.8762 0.8513 5.2838 -0.0997
C -3.7293 1.7253 5.7794 -0.2303
C -2.3431 1.0697 5.6957 -0.1912
N -1.7310 0.9356 4.3869 -0.1780
C -1.5136 2.1565 3.6511 -0.1568
C -0.4080 1.9080 2.6231 -0.0847
N -0.8214 0.8184 1.7191 -0.1296
C 0.0504 0.5882 0.5564 -0.0137
C -0.9274 0.5170 -0.6423 -0.4084
O -2.0727 0.8984 -0.4240 0.0711
N -0.5010 0.0466 -1.8007 0.1743
C 0.7573 -0.5152 -2.1302 -0.1571
C 1.9475 0.1614 -1.8991 0.0381
C 3.1587 -0.4167 -2.2681 -0.2647
O 4.3814 0.1241 -2.0771 -0.0403
C 4.5180 1.4764 -1.6790 -0.2369
C 4.1949 2.4560 -2.8019 -0.0566
C 3.1388 -1.6802 -2.8654 0.0256
C 1.9559 -2.3395 -3.1171 0.0064
C 0.7376 -1.7653 -2.7633 -0.2130
O -0.4987 -2.3070 -2.9373 -0.0560
C -0.6485 -3.4746 -3.7355 -0.2269
C -0.4879 -3.1931 -5.2238 -0.0547
C -1.1155 -0.4078 2.4914 -0.0810
C -2.2148 -0.1018 3.5102 -0.1561
H -5.8266 1.3039 5.5546 0.0756
H -4.8635 0.7344 4.2033 0.0560
H -4.8301 -0.1349 5.7396 0.0772
H -3.9036 1.9575 6.8312 0.1112
H -3.7236 2.6726 5.2368 0.1008
H -1.6453 1.6612 6.2961 0.1214
H -2.3885 0.0696 6.1318 0.1235
H -1.1907 2.9379 4.3397 0.1401
H -2.4176 2.5100 3.1232 0.1373
H -0.2258 2.8113 2.0390 0.1423
H 0.5085 1.6077 3.1357 0.1475
H -1.7302 1.0943 1.2161 0.1548
H 0.7312 1.4303 0.4309 0.1350
H 0.6319 -0.3297 0.6457 0.1491
H -1.2226 -0.1144 -2.4989 0.1789
H 1.9089 1.1489 -1.4709 0.1067
H 5.5709 1.5653 -1.4017 0.1282
H 3.9108 1.6805 -0.7870 0.1116
H 4.3735 3.4724 -2.4631 0.0813
H 3.1592 2.3656 -3.1214 0.0676
H 4.8342 2.2548 -3.6569 0.0853
H 4.0808 -2.1242 -3.1418 0.1291
H 1.9910 -3.3053 -3.5927 0.1168
H 0.0451 -4.2542 -3.4029 0.1189
H -1.6678 -3.8064 -3.5235 0.1273
H -0.6573 -4.1078 -5.7837 0.0842
H -1.2126 -2.4489 -5.5445 0.0825
H 0.5097 -2.8236 -5.4488 0.0707
H -1.4389 -1.1909 1.8042 0.1465
H -0.2067 -0.7199 3.0099 0.1471
H -2.4263 -0.9983 4.0926 0.1401
H -3.1301 0.1796 2.9610 0.1255



31
Properties=species:S:1:pos:R:3:lowdin_charge:R:1 method="wB97M-V/def2-TZVPD" homo_lumo_gap_ev=7.22 lumo_energy_ev=2.9 e_homo_ha=-0.160 charge=-1
Tl -2.1486 2.1243 0.3328 0.5189
Cl 0.2182 2.0361 -0.6214 0.0051
Cl -0.9497 1.0463 2.3126 -0.0508
C -3.8136 3.1158 0.5284 -0.4781
H -4.5760 2.7131 1.2697 -0.0937
H -4.5740 2.8634 -0.2858 -0.1076
C -0.7380 -1.5926 0.0558 -0.1501
C -1.3862 -0.6099 -0.5251 -0.2902
H -1.0767 -1.9751 1.0060 0.1075
C -1.3297 -0.3025 -1.9897 -0.2669
H -2.3356 -0.3221 -0.0285 0.0484
C -0.6746 -1.4545 -2.7668 -0.2136
H -2.3162 -0.0400 -2.4265 0.1159
H -0.6669 0.5817 -2.0841 -0.0035
C 0.5990 -1.9066 -2.0704 -0.1902
H -1.3775 -2.2863 -2.8546 0.1044
H -0.4606 -1.1455 -3.7940 0.1001
C 0.4968 -2.1359 -0.5376 -0.1879
H 0.9876 -2.8337 -2.5125 0.0978
H 1.3540 -1.1187 -2.1864 0.1085
H 0.7480 -3.1716 -0.2484 0.1078
H 1.2512 -1.5113 0.0031 0.0964
C 2.8995 1.3420 2.9040 -0.0988
C 2.6552 0.6736 1.5635 -0.3565
O 1.6882 -0.3696 1.5852 -0.1858
H 2.0083 1.8986 3.2041 0.0575
H 3.7370 2.0338 2.8167 0.0624
H 3.1290 0.6008 3.6721 0.0673
H 2.2745 1.4154 0.8430 0.0384
H 3.5724 0.2273 1.1650 0.1052
H 0.8052 0.1038 1.6697 -0.0680



14
Properties=species:S:1:pos:R:3:lowdin_charge:R:1 method="wB97M-V/def2-TZVPD" homo_lumo_gap_ev="6.14 / 8.60" spin_multiplicity=2 lumo_energy_ev="0.5 / 0.0" e_homo_ha="-0.206 / -0.315" charge=0
O -0.5455 -0.7204 -0.8903 0.0438
C 0.5832 -0.4192 -0.2093 -0.6342
C -1.6112 0.0076 -0.2703 -0.1001
O 1.7610 -0.5915 -0.7947 -0.1281
O 0.4725 0.8192 0.3598 -0.0488
C -0.8940 1.2533 0.2562 -0.0953
Cu 2.7449 1.3888 -0.9302 0.1528
H -2.0499 -0.5968 0.5337 0.1351
H -2.3641 0.2272 -1.0324 0.1357
H -1.2366 1.5652 1.2483 0.1332
H -0.9301 2.0959 -0.4452 0.1344
O 0.8212 -1.8485 0.7710 -0.0717
H 1.9970 -1.6584 -0.1663 0.2775
H 1.2516 -1.5223 1.5698 0.0655



168
Properties=species:S:1:pos:R:3:lowdin_charge:R:1 method="wB97M-V/def2-TZVPD" homo_lumo_gap_ev="7.06 / 3.29" spin_multiplicity=2 lumo_energy_ev="-2.6 / -6.4" e_homo_ha="-0.356 / -0.356" charge=+1
C -5.8116 1.1608 4.8742 -0.0467
C -5.7159 -0.0531 3.9590 -0.4241
C -6.3397 0.3624 2.5451 -0.1454
C -5.9499 -0.5032 1.4388 -0.2147
C -4.4263 -0.7394 1.3611 -0.1447
C -3.7503 -1.2039 2.6196 -0.4784
N -4.2097 -0.3066 3.7129 -0.1207
O -3.4527 -0.3676 4.8844 -0.0175
C -4.2106 -2.6945 2.8577 -0.0181
C -2.2017 -1.1512 2.4583 -0.0252
C -6.4080 -1.2672 4.6020 -0.0357
H -6.7747 1.6493 4.7262 0.0856
H -5.0941 1.8868 4.4919 0.0853
H -5.7044 0.9863 5.9448 0.0860
H -7.4167 0.1946 2.5457 0.1216
H -6.1869 1.4007 2.2507 0.1232
H -6.4016 -0.1196 0.5239 0.1225
H -6.4069 -1.4772 1.6139 0.1013
H -3.9724 0.1688 0.9647 0.1098
H -4.4709 -1.4548 0.5399 0.1196
H -3.4791 -3.2585 2.2791 0.0608
H -4.1662 -2.9110 3.9251 0.0859
H -5.1805 -2.9722 2.4450 0.0655
H -1.9463 -0.1064 2.6350 0.0702
H -1.7272 -1.6944 3.2756 0.0699
H -2.0117 -1.4943 1.4413 0.0631
H -7.4294 -1.1045 4.9459 0.0867
H -5.8455 -1.6583 5.4498 0.0848
H -6.5008 -2.1315 3.9444 0.0584
H -3.0635 0.5100 4.8823 0.0972
C 2.6983 5.9038 -3.8250 -0.0383
C 3.7121 4.9959 -3.1174 -0.4812
C 3.0104 3.8356 -2.3967 -0.1301
C 3.8727 2.6779 -1.8802 -0.1776
C 4.6163 2.0954 -3.0926 -0.1572
C 5.4522 3.2296 -3.7427 -0.4386
N 4.6134 4.4259 -4.1609 -0.1038
O 5.3137 5.3719 -4.9317 -0.0113
C 6.7873 3.5041 -2.9049 -0.0137
C 5.9835 2.5314 -5.0416 -0.0643
C 4.4829 5.8964 -2.0824 -0.0233
H 2.0319 6.3966 -3.1171 0.0862
H 2.0915 5.3391 -4.5328 0.0740
H 3.1525 6.6404 -4.4877 0.0804
H 2.3681 4.2147 -1.6017 0.1188
H 2.3489 3.3480 -3.1128 0.1072
H 3.2754 1.8684 -1.4605 0.0883
H 4.5593 2.8904 -1.0607 0.1056
H 3.9066 1.6331 -3.7786 0.1104
H 5.2867 1.2732 -2.8423 0.1116
H 6.5648 3.8502 -1.8955 0.0513
H 7.2277 2.5308 -2.6886 0.0787
H 7.3603 4.2639 -3.4364 0.0845
H 6.4979 1.5967 -4.8182 0.0750
H 5.2850 2.1588 -5.7909 0.0780
H 6.7163 3.2165 -5.4678 0.0742
H 5.1504 5.3591 -1.4087 0.0609
H 3.7200 6.2854 -1.4080 0.0711
H 4.9469 6.8352 -2.3848 0.0847
H 5.0213 5.2189 -5.8332 0.1053
C 0.2002 1.8811 -5.4193 -0.0260
C -1.0086 1.3901 -6.2716 -0.5071
C -0.9270 -0.0526 -6.5673 -0.1778
C -1.2994 -0.9170 -5.3789 -0.2176
C -2.7636 -0.6856 -5.1327 -0.1278
C -3.0203 0.8379 -4.7388 -0.4089
N -2.3018 1.7308 -5.6331 -0.1366
O -2.3686 3.0673 -5.2545 0.0074
C -4.6263 1.1346 -4.9140 -0.0136
C -2.5493 1.0608 -3.2427 -0.0276
C -0.8389 2.0298 -7.6649 -0.0348
H 0.1850 1.5421 -4.3835 0.0630
H 0.3372 2.9575 -5.3157 0.0725
H 1.1058 1.5250 -5.9104 0.0828
H -1.5531 -0.3347 -7.4137 0.1331
H 0.1118 -0.3531 -6.7033 0.1245
H -0.5777 -0.8063 -4.5696 0.1014
H -1.0327 -1.9418 -5.6373 0.0954
H -3.0516 -1.3597 -4.3261 0.1085
H -3.3329 -1.0093 -6.0041 0.1194
H -4.9328 1.9509 -4.2599 0.0645
H -4.9923 1.4171 -5.9011 0.0719
H -5.2325 0.2814 -4.6094 0.0651
H -3.3121 0.6296 -2.5942 0.0705
H -1.5848 0.6330 -2.9693 0.0567
H -2.6832 2.1228 -3.0370 0.0776
H -1.8061 2.0158 -8.1673 0.0889
H -0.1379 1.5229 -8.3281 0.0861
H -0.4558 3.0457 -7.5693 0.0798
H -2.8455 3.4309 -6.0042 0.1104
C 1.7618 -1.4371 3.7109 -0.0296
C 1.3885 -0.5798 4.9405 -0.4264
C 0.2862 -1.3264 5.8067 -0.1307
C 0.8080 -2.4133 6.7139 -0.1943
C 1.8222 -1.8122 7.6675 -0.1439
C 3.0185 -1.1272 6.9394 -0.4773
N 2.5438 -0.2065 5.8200 -0.1253
O 3.5581 0.4508 5.1282 -0.0018
C 3.7046 -0.2250 7.9868 -0.0399
C 3.9647 -2.2068 6.4440 -0.0430
C 0.6603 0.7351 4.5794 -0.0473
H 0.9161 -1.6970 3.0743 0.0552
H 2.3960 -2.2917 3.9469 0.0706
H 2.4939 -0.8501 3.1564 0.0774
H -0.3879 -0.6856 6.3751 0.1208
H -0.3336 -1.9742 5.1869 0.1023
H 1.3633 -3.1418 6.1232 0.0981
H 0.0448 -2.9730 7.2546 0.1200
H 2.2737 -2.4885 8.3933 0.1198
H 1.2949 -1.1034 8.3060 0.1190
H 3.0370 0.6126 8.1886 0.0877
H 3.7773 -0.8118 8.9025 0.0828
H 4.7141 0.1214 7.7651 0.0840
H 3.4785 -3.0140 5.8963 0.0668
H 4.7632 -1.8597 5.7882 0.0821
H 4.5296 -2.6133 7.2829 0.0866
H 0.4361 1.3078 5.4793 0.0877
H -0.3330 0.5325 4.1789 0.0607
H 1.0650 1.5208 3.9414 0.0535
H 3.6590 1.1786 5.7460 0.1002
C 1.5613 -2.6623 -0.5569 0.0008
C 0.9181 -4.0313 -0.4923 -0.4697
C -0.5392 -3.7037 -0.1200 -0.1072
C -1.3982 -4.9733 -0.3107 -0.1737
C -1.4681 -5.2734 -1.7518 -0.1410
C -0.0674 -5.4280 -2.4076 -0.4249
N 0.9736 -4.6053 -1.8375 0.0814
O 2.2596 -4.6111 -2.3963 0.1198
C 0.2416 -6.9533 -2.2119 0.0080
C -0.1771 -5.1060 -3.9192 0.0013
C 1.6537 -4.9609 0.4962 0.0292
H 0.9332 -2.0240 -1.1782 0.0992
H 2.5919 -2.7190 -0.9074 0.0972
H 1.5617 -2.3437 0.4855 0.0970
H -0.4999 -3.4692 0.9438 0.1212
H -1.0729 -2.8659 -0.5689 0.1304
H -2.4243 -4.8404 0.0322 0.1233
H -1.0514 -5.7553 0.3649 0.1234
H -2.1211 -4.5599 -2.2544 0.1336
H -2.0177 -6.2039 -1.8936 0.1324
H 1.1932 -7.1952 -2.6851 0.0899
H 0.3555 -7.3860 -1.2180 0.0929
H -0.4316 -7.5416 -2.8355 0.1036
H 0.7243 -5.3667 -4.4737 0.0920
H -0.9718 -5.6593 -4.4196 0.1063
H -0.4215 -4.0606 -4.1080 0.0832
H 1.4718 -6.0300 0.3859 0.0852
H 1.5044 -4.6801 1.5388 0.1062
H 2.7323 -4.8659 0.3712 0.0980
H 2.2004 -3.8500 -2.9784 0.1420
C 0.2234 4.1274 3.0232 -0.0772
C -1.1347 4.0967 2.2282 -0.2634
O -2.2340 4.7485 2.9513 -0.0878
H 0.7074 5.0983 3.1292 0.0766
H 0.9262 3.4482 2.5407 0.0468
H 0.0455 3.6240 3.9735 0.0600
H -1.4668 3.0857 1.9920 0.0878
H -0.8949 4.5998 1.2915 0.0976
H -1.8736 5.5362 3.3650 0.0705
C 0.6366 0.7674 1.1149 -0.0788
C -0.0295 0.9555 -0.2726 -0.2873
O -1.2654 0.2557 -0.2191 -0.0985
H 0.1212 1.4094 1.8292 0.0311
H 1.6499 1.1687 1.0984 0.0795
H 0.6174 -0.2235 1.5687 0.0397
H 0.7082 0.8149 -1.0626 0.0947
H -0.1871 2.0216 -0.4358 0.1064
H -1.9736 0.7863 0.1530 0.0705



What did we get for energy above the lowest of the compared OMol25 structures with the same formula, charge and spin? Answer: 28.32, 48.21, 51.57, 0.00 kJ/mol, in the order shown.